# 1
C4H5N3 | wB97M-V/def2-TZVPD

```
! wB97M-V def2-TZVPD RIJCOSX def2/J DEFGRID3
* xyz 0 1
C -0.29 -1.86 -0.03
C -0.97 -1.01 1.17
C 0.79 0.55 -1.27
C 0.23 -0.46 -0.57
H -0.94 -2.34 -0.67
H 0.54 -2.37 0.30
H -1.99 -0.86 1.21
H -0.49 -1.28 2.01
H 1.30 0.58 -2.27
N -0.24 0.10 0.49
N 0.00 1.46 0.55
N 0.67 1.71 -0.52
*
```

Summary:
Structure (SMILES)   c1nnn2c1CC2
DFT total energy   -319.57320 Ha
Maximum force   5.19 eV Å⁻¹
LUMO level   0.77 eV

# 2
C25H35N5O5 | wB97M-V/def2-TZVPD

```
! wB97M-V def2-TZVPD RIJCOSX def2/J DEFGRID3
* xyz 0 1
C 4.06 -4.42 -2.53
C 3.46 -3.03 -2.36
O 2.06 -3.19 -2.24
C 1.27 -2.08 -2.08
C 1.77 -0.78 -2.05
C 0.91 0.30 -1.97
C -0.46 0.10 -1.94
C -0.98 -1.18 -1.89
C -0.11 -2.29 -1.95
O -0.73 -3.50 -1.90
C -0.06 -4.62 -1.34
C -1.13 -5.64 -0.95
H -1.81 -5.21 -0.22
H -1.70 -5.92 -1.83
H -0.66 -6.52 -0.53
H 0.51 -4.31 -0.45
H 0.63 -5.06 -2.06
O -2.29 -1.48 -1.77
C -3.21 -0.42 -1.59
C -4.58 -1.04 -1.36
H -5.32 -0.26 -1.21
H -4.86 -1.64 -2.22
H -4.56 -1.68 -0.48
H -3.23 0.23 -2.47
H -2.91 0.18 -0.72
H -1.10 0.97 -1.92
C 1.40 1.70 -1.83
O 0.83 2.67 -2.29
N 2.51 1.81 -1.05
H 2.88 0.99 -0.61
C 3.01 3.07 -0.55
C 2.85 3.08 0.98
O 3.81 2.84 1.69
N 1.62 3.31 1.48
C 0.40 3.55 0.76
H -0.11 4.39 1.25
C -0.49 2.31 0.79
H 0.00 1.49 0.27
H -1.43 2.53 0.28
C -0.77 1.82 2.22
C -1.43 0.47 2.10
C -2.63 0.16 2.67
N -2.89 -1.13 2.28
C -1.84 -1.52 1.51
N -0.95 -0.59 1.39
H -1.78 -2.49 1.05
H -3.70 -1.67 2.53
C -3.42 1.07 3.53
H -4.25 1.51 2.97
H -3.84 0.55 4.40
C -2.45 2.18 3.99
N -1.66 2.76 2.91
H -2.29 3.19 2.24
H -3.00 2.99 4.47
H -1.75 1.76 4.72
C 0.56 1.71 2.98
C 1.37 3.00 2.88
H 0.80 3.83 3.32
H 2.33 2.90 3.38
H 1.13 0.88 2.55
H 0.37 1.48 4.03
H 0.59 3.82 -0.28
H 4.09 3.15 -0.76
H 2.48 3.88 -1.06
H 2.83 -0.62 -2.14
H 3.70 -2.40 -3.23
H 3.87 -2.56 -1.45
H 5.14 -4.34 -2.64
H 3.65 -4.89 -3.42
H 3.82 -5.04 -1.67
*
```

Summary:
Structure (SMILES)   CCOc1cc(C(=O)NCC(=O)N2CCC3(CC2)NCCc2[nH]cnc23)cc(OCC)c1OCC
DFT total energy   -1623.66134 Ha
Maximum force   0.73 eV Å⁻¹
LUMO level   0.51 eV

# 3
C3H8N2 | wB97M-V/def2-TZVPD

```
! wB97M-V def2-TZVPD RIJCOSX def2/J DEFGRID3
* xyz 0 1
C -0.87 -0.53 1.33
C 0.40 -0.68 -1.33
N -0.16 0.56 0.72
C 0.59 0.55 -0.51
N 1.23 1.58 -0.93
H -0.34 1.47 1.13
H 1.18 2.34 -0.24
H -1.76 -0.79 0.75
H -1.20 -0.25 2.34
H -0.24 -1.41 1.42
H -0.64 -0.81 -1.61
H 0.81 -1.55 -0.81
H 1.01 -0.49 -2.25
*
```

Summary:
Structure (SMILES)   [H]/N=C(/C)NC
DFT total energy   -228.60207 Ha
Maximum force   2.63 eV Å⁻¹
LUMO level   0.94 eV

# 4
C21H24N4O5S | wB97M-V/def2-TZVPD

```
! wB97M-V def2-TZVPD RIJCOSX def2/J DEFGRID3
* xyz 0 1
C 1.02 -0.53 -6.74
N 1.85 -0.43 -5.56
C 1.53 -1.45 -4.58
C 2.54 -1.38 -3.43
N 2.49 -0.07 -2.83
C 2.06 0.26 -1.60
O 1.96 1.41 -1.22
C 1.70 -0.91 -0.67
N 1.40 -0.41 0.64
C 0.37 0.42 1.01
C -0.75 0.89 0.35
C -1.65 1.64 1.08
C -1.42 1.91 2.42
C -0.29 1.49 3.09
C 0.60 0.73 2.36
O 1.75 0.14 2.77
C 2.26 -0.56 1.71
O 3.25 -1.22 1.73
H -0.14 1.73 4.13
S -2.71 2.72 3.34
O -3.26 3.81 2.59
O -2.26 2.97 4.68
N -3.89 1.52 3.33
H -4.80 1.96 3.33
C -3.74 0.50 4.36
C -2.63 -0.44 3.98
C -2.62 -1.02 2.72
C -1.60 -1.88 2.35
C -0.58 -2.18 3.24
C -0.60 -1.62 4.51
C -1.61 -0.75 4.87
H -1.61 -0.31 5.86
H 0.19 -1.85 5.21
H 0.21 -2.86 2.96
H -1.60 -2.33 1.36
H -3.41 -0.79 2.02
H -4.68 -0.04 4.44
H -3.51 0.97 5.33
H -2.55 2.03 0.63
H -0.92 0.67 -0.70
H 2.56 -1.58 -0.55
H 0.84 -1.46 -1.06
C 2.77 0.98 -3.80
C 1.78 0.89 -4.95
H 2.03 1.64 -5.71
H 0.76 1.11 -4.58
H 2.69 1.94 -3.29
H 3.79 0.84 -4.18
H 2.33 -2.16 -2.70
H 3.54 -1.53 -3.84
H 1.60 -2.43 -5.06
H 0.51 -1.33 -4.18
H -0.05 -0.38 -6.53
H 1.16 -1.52 -7.19
H 1.34 0.22 -7.46
*
```

Summary:
Structure (SMILES)   CN1CCN(C(=O)Cn2c(=O)oc3cc(S(=O)(=O)NCc4ccccc4)ccc32)CC1
DFT total energy   -1808.08474 Ha
Maximum force   1.17 eV Å⁻¹
LUMO level   0.37 eV

# 5
C4H8N3O | wB97M-V/def2-TZVPD

```
! wB97M-V def2-TZVPD RIJCOSX def2/J DEFGRID3
* xyz 1 1
C 1.44 -0.92 0.29
C 1.22 1.20 -0.20
C 1.86 0.16 -0.68
C -0.93 -1.23 -0.01
N 0.35 -1.45 0.60
N -1.10 0.12 -0.59
N -1.85 1.10 0.24
O 0.76 2.09 0.40
H 2.25 -1.17 0.99
H 3.01 0.13 -0.56
H 1.60 -0.28 -1.68
H -0.79 -1.91 -0.81
H -1.81 -1.74 0.59
H -1.20 1.78 0.67
H -2.19 0.60 1.05
H -2.63 1.52 -0.29
*
```

Summary:
DFT total energy   -396.27143 Ha
Maximum force   8.27 eV Å⁻¹
LUMO level   -4.77 eV

# 6
C18H26N2O2 | wB97M-V/def2-TZVPD

```
! wB97M-V def2-TZVPD RIJCOSX def2/J DEFGRID3
* xyz 0 1
C 0.38 5.98 -2.32
C 1.15 4.90 -2.34
C 0.59 3.55 -2.15
C 1.31 2.57 -1.46
C 0.80 1.30 -1.26
C -0.44 0.99 -1.80
C -1.16 1.94 -2.49
C -0.66 3.22 -2.66
H -1.22 3.95 -3.22
H -2.13 1.69 -2.90
H -0.86 0.00 -1.68
C 1.64 0.25 -0.54
N 0.85 -0.93 -0.19
C -0.23 -0.91 0.64
O -0.55 0.03 1.33
N -0.97 -2.08 0.59
H -0.50 -2.91 0.26
C -1.91 -2.35 1.65
H -2.22 -1.39 2.07
H -2.77 -2.87 1.23
C -1.26 -3.22 2.75
H -0.41 -2.66 3.17
C -2.26 -3.65 3.83
H -1.76 -3.74 4.79
C -2.70 -5.02 3.33
H -3.49 -4.92 2.57
C -1.42 -5.54 2.69
H -0.78 -6.02 3.44
O -0.75 -4.41 2.16
H -1.59 -6.25 1.87
H -3.06 -5.67 4.12
H -3.08 -2.94 3.92
H 0.92 -1.70 -0.84
C 2.24 0.80 0.76
H 2.97 1.58 0.55
H 2.74 0.00 1.30
H 1.45 1.20 1.39
C 2.76 -0.22 -1.48
H 3.40 0.62 -1.74
H 2.33 -0.63 -2.40
H 3.36 -0.98 -1.00
H 2.28 2.83 -1.05
C 2.63 5.00 -2.56
H 2.97 4.23 -3.24
H 2.89 5.97 -2.97
H 3.17 4.88 -1.61
H -0.68 5.93 -2.12
H 0.79 6.97 -2.46
*
```

Summary:
Structure (SMILES)   C=C(C)c1cccc(C(C)(C)NC(=O)NC[C@H]2CCCO2)c1
DFT total energy   -961.50133 Ha
Maximum force   0.64 eV Å⁻¹
LUMO level   0.78 eV

# 7
C7H10Br2Si | wB97M-V/def2-TZVPD

```
! wB97M-V def2-TZVPD RIJCOSX def2/J DEFGRID3
* xyz 0 1
C 0.68 -0.27 -2.03
C 1.55 0.38 -1.27
C -0.60 1.11 -0.77
C -0.58 -1.17 -0.13
C -0.68 -0.26 -1.36
C 0.77 0.87 -0.04
C 0.44 -0.45 0.74
Si -0.32 0.01 2.43
Br 1.21 0.11 4.06
Br -2.00 -1.44 2.91
H 1.00 -0.75 -2.92
H 2.57 0.54 -1.52
H -0.73 1.78 -1.54
H -1.58 1.25 -0.16
H -1.59 -1.19 0.30
H -0.34 -2.13 -0.48
H -1.55 -0.56 -1.88
H 0.93 1.81 0.57
H 1.47 -1.04 0.78
H -0.65 1.39 2.32
*
```

Summary:
Structure (SMILES)   Br[SiH](Br)[C@H]1C[C@@H]2C=C[C@H]1C2
DFT total energy   -5710.27794 Ha
Maximum force   4.14 eV Å⁻¹
LUMO level   0.56 eV